{
  "formula": "C30H60O18P2",
  "method": "ωB97M-V/def2-TZVPD",
  "total_charge": 0,
  "smiles": "COP(=O)(OC)OC.COP(=O)(OC)OC.Oc1ccc(O)cc1.Oc1ccc(O)cc1.COCCOC.COCCOC.COCCOC",
  "species": ["C", "C", "C", "C", "C", "C", "O", "O", "H", "H", "H", "H", "H", "H", "C", "C", "C", "C", "C", "C", "O", "O", "H", "H", "H", "H", "H", "H", "C", "O", "P", "O", "O", "C", "O", "C", "H", "H", "H", "H", "H", "H", "H", "H", "H", "C", "O", "P", "O", "O", "C", "O", "C", "H", "H", "H", "H", "H", "H", "H", "H", "H", "C", "O", "C", "C", "O", "C", "H", "H", "H", "H", "H", "H", "H", "H", "H", "H", "C", "O", "C", "C", "O", "C", "H", "H", "H", "H", "H", "H", "H", "H", "H", "H", "C", "O", "C", "C", "O", "C", "H", "H", "H", "H", "H", "H", "H", "H", "H", "H"],
  "positions_angstrom": [[30.1873, -6.6791, -21.8208], [28.8734, -6.8720, -22.2476], [27.7332, -6.5241, -21.5216], [28.0136, -5.7244, -20.3925], [29.3089, -5.3950, -20.0643], [30.3465, -5.9248, -20.7138], [31.5839, -5.6548, -20.1789], [26.4898, -6.8657, -21.9264], [31.0884, -7.0548, -22.2826], [28.7274, -7.4488, -23.1489], [27.1709, -5.3509, -19.8296], [29.3982, -4.8217, -19.1534], [32.2152, -6.3777, -20.2004], [26.6295, -7.5265, -22.6086], [21.8073, -10.7816, -22.2072], [22.1726, -10.7590, -23.5889], [23.4630, -11.0771, -23.9998], [24.3542, -11.5390, -23.0720], [24.0262, -11.6306, -21.6903], [22.7596, -11.1848, -21.3464], [22.4882, -11.1483, -20.0255], [23.8094, -11.0468, -25.3108], [20.9007, -10.4117, -21.7516], [21.4320, -10.4198, -24.2980], [25.3923, -11.7497, -23.2825], [24.7642, -11.8457, -20.9317], [21.5501, -11.0187, -19.8683], [23.4639, -10.3857, -25.9150], [30.0198, -12.3297, -33.6212], [29.1358, -11.1878, -33.3962], [29.3129, -10.3295, -31.9945], [30.6633, -9.7565, -31.7498], [28.1391, -9.2534, -32.2532], [26.8145, -9.7500, -32.3270], [28.5787, -11.2457, -30.8195], [28.2808, -10.6677, -29.5795], [30.9199, -12.0616, -34.1743], [29.5532, -13.1407, -34.1804], [30.2780, -12.9110, -32.7361], [26.4879, -10.2238, -31.4013], [26.6067, -10.3914, -33.1836], [26.0820, -8.9812, -32.5728], [29.0424, -9.9120, -29.3872], [28.3915, -11.4255, -28.8039], [27.2420, -10.4395, -29.3410], [23.4277, -7.4573, -24.4609], [24.7706, -7.1256, -24.7594], [25.3762, -7.1826, -26.3300], [24.5875, -8.2788, -27.0574], [25.1172, -5.6463, -26.7576], [25.8862, -4.5435, -26.1426], [26.9364, -7.4257, -26.1231], [27.7460, -7.5279, -27.2189], [23.2910, -8.2773, -23.7559], [22.8292, -7.6153, -25.3580], [22.9356, -6.6073, -23.9882], [26.5256, -4.8077, -25.3003], [25.1367, -3.8413, -25.7776], [26.4542, -4.0810, -26.9498], [28.4523, -6.6992, -27.2686], [27.1787, -7.7110, -28.1314], [28.3976, -8.3606, -26.9544], [27.1845, -10.4976, -25.4872], [27.6827, -10.5664, -24.1627], [28.5976, -11.6508, -24.0291], [29.5956, -11.5081, -22.8702], [29.0685, -11.5008, -21.5234], [28.1666, -10.3271, -21.3028], [27.9495, -10.4779, -26.2634], [26.4540, -9.6977, -25.6077], [26.5059, -11.3366, -25.6412], [29.1478, -11.7684, -24.9627], [27.8246, -12.3899, -23.8188], [30.2390, -10.6318, -22.9489], [30.3256, -12.2997, -23.0393], [27.2192, -10.4617, -21.8246], [28.5481, -9.4012, -21.7333], [28.1441, -10.0358, -20.2526], [25.0052, -8.8212, -18.4358], [25.7816, -9.3044, -17.3635], [26.9617, -10.1567, -17.7581], [27.5664, -10.9922, -16.6182], [28.1663, -12.1119, -17.2322], [28.8189, -12.7186, -16.1299], [25.6272, -8.2565, -19.1303], [24.3231, -8.0565, -18.0642], [24.3735, -9.6041, -18.8553], [27.8154, -9.5710, -18.0989], [26.5477, -10.8443, -18.4955], [26.6955, -11.3280, -16.0552], [28.3389, -10.4340, -16.0892], [29.7542, -12.2225, -15.8709], [29.1120, -13.7191, -16.4480], [28.1707, -12.8775, -15.2681], [31.4891, -13.7926, -26.1826], [32.2762, -12.6799, -25.8115], [33.1482, -12.9570, -24.7557], [33.6735, -11.6870, -24.0435], [35.0589, -11.6857, -23.6085], [35.2146, -12.6624, -22.5908], [32.2864, -14.4975, -26.4185], [30.8483, -13.5090, -27.0175], [30.8238, -14.0039, -25.3455], [33.9666, -13.4258, -25.3022], [32.6736, -13.5560, -23.9786], [32.9871, -11.2581, -23.3134], [33.6401, -10.8990, -24.7959], [36.2733, -12.5601, -22.3526], [34.9369, -13.6751, -22.8831], [34.6470, -12.2377, -21.7628]],
  "atomic_forces_ev_per_a": [[-0.88, -0.11, -0.66], [-0.06, -1.28, -0.71], [2.27, 1.19, 0.61], [-1.54, -0.45, -1.16], [-2.69, 0.72, 1.89], [2.76, -0.18, 0.59], [0.57, 0.62, 0.35], [0.02, 0.09, 0.32], [-0.27, -0.21, -0.53], [-0.07, -0.18, -0.31], [0.03, 0.09, 0.25], [0.56, 0.13, -0.06], [-0.29, -0.22, -0.34], [-0.48, -0.21, -0.38], [0.56, 0.34, -2.87], [-0.99, 0.46, 1.44], [-1.72, 0.30, -0.40], [1.21, -0.36, 2.57], [-0.27, 0.97, -2.31], [0.96, -0.80, 1.62], [0.07, -0.16, 1.58], [1.20, -0.81, -0.63], [-0.42, 0.02, -0.64], [0.04, -0.01, -0.26], [0.00, -0.08, -0.63], [-0.05, -0.25, -0.06], [-0.04, 0.05, -0.02], [-0.40, 0.46, 0.57], [0.03, -0.60, -0.03], [0.94, -0.60, 1.94], [-0.85, 0.02, -0.83], [-2.02, -0.99, 0.04], [0.81, -0.17, 0.08], [-1.58, -0.06, -0.53], [0.93, -0.10, -2.34], [0.90, -0.46, 1.71], [-0.09, 0.39, 0.27], [-0.77, 0.67, -0.49], [0.20, 0.77, 0.58], [0.16, -0.04, -0.17], [0.81, -0.65, 0.12], [0.55, 0.83, 0.52], [-0.58, 0.48, 0.38], [0.72, -0.39, -0.09], [-0.20, 0.91, -1.11], [-1.19, 0.56, -0.20], [2.25, -0.24, -1.51], [-4.22, -1.59, 1.86], [2.34, 2.95, 0.77], [1.23, -1.03, 0.07], [-0.75, -0.06, -0.47], [-2.93, 1.21, 2.16], [2.21, -0.83, -1.05], [0.62, -0.26, -0.25], [0.21, -0.42, -0.14], [0.34, 0.32, 0.14], [-0.07, -0.48, -0.20], [0.06, -0.05, -0.08], [0.06, -0.07, 0.17], [-0.44, 0.45, -0.35], [0.33, 0.06, -0.16], [0.00, -0.36, -0.70], [-1.41, -0.53, 0.42], [0.75, 1.95, -0.70], [-1.05, 0.54, 1.10], [-0.37, 0.58, 0.31], [-0.88, 1.13, -0.81], [1.26, -0.36, -0.67], [0.22, 0.08, 0.08], [0.60, 0.40, 0.32], [0.27, -0.67, -0.34], [0.08, -0.39, -0.03], [1.01, -1.49, -0.11], [-0.29, 0.58, -0.47], [-0.26, -0.62, 0.69], [-0.20, -0.33, 0.62], [0.63, -0.20, -0.51], [-0.37, -0.99, 0.07], [0.21, 0.40, 0.26], [2.09, -1.10, 0.71], [-1.45, 0.89, 0.40], [-1.91, 0.85, -1.64], [0.26, 0.14, 1.33], [0.76, -1.87, -0.94], [0.05, -0.43, -0.62], [-0.04, -0.11, 0.49], [0.28, -0.11, -0.52], [-0.49, 0.48, -0.73], [0.49, -0.06, -0.27], [0.30, 0.09, 0.88], [-0.38, 0.12, 0.47], [-0.14, 0.42, 0.24], [0.04, -0.10, -0.12], [-0.10, 0.41, 0.10], [0.77, 0.92, 0.43], [-1.27, 2.26, 0.15], [0.85, 0.27, 0.37], [0.67, 1.50, -1.77], [-2.03, -0.99, -0.99], [0.75, 1.60, 0.21], [-0.96, -1.20, -0.24], [0.40, -0.09, -0.21], [0.09, -0.85, 0.07], [0.68, -0.62, 0.96], [-0.01, -0.70, -0.24], [0.02, -0.65, 0.77], [0.20, -0.02, -0.34], [-0.01, -0.63, 0.26], [-0.03, 0.03, 0.07], [-0.18, -0.83, 0.55]],
  "mulliken_charge": [-0.760, -0.234, 0.082, -0.480, -0.706, 0.773, -0.588, -0.482, 0.386, 0.598, 0.455, 0.383, 0.309, 0.210, -0.798, -0.426, 0.122, 0.067, -0.944, 0.977, -0.516, -0.565, 0.288, 0.375, 0.297, 0.444, 0.279, 0.346, -0.705, -0.303, 1.041, -0.692, -0.298, -0.520, -0.365, -0.823, 0.285, 0.295, 0.291, 0.196, 0.264, 0.294, 0.431, 0.282, 0.331, -0.746, -0.050, 0.752, -0.757, -0.375, -0.643, 0.222, -0.989, 0.127, 0.359, 0.375, 0.263, 0.289, 0.276, 0.262, 0.484, 0.160, -0.618, 0.298, -0.648, -0.392, -0.536, 0.079, 0.203, -0.021, 0.360, 0.431, 0.324, 0.182, 0.326, 0.025, 0.077, -0.018, -0.319, -0.460, -0.099, -0.589, -0.258, -0.800, 0.080, 0.325, 0.144, 0.179, 0.233, 0.353, 0.321, 0.321, 0.265, 0.312, -0.563, -0.327, -0.515, -0.550, -0.402, -0.696, 0.345, 0.131, 0.252, 0.446, 0.406, 0.268, 0.384, 0.249, 0.263, 0.321]
}

***

{
  "formula": "C7H16O2P2",
  "method": "ωB97M-V/def2-TZVPD",
  "total_charge": 0,
  "smiles": "CC[C@@H](C)CC(=O)OC(P)P",
  "de_lowest_kcal_mol": 1.4,
  "species": ["C", "C", "C", "C", "C", "C", "C", "O", "O", "P", "P", "H", "H", "H", "H", "H", "H", "H", "H", "H", "H", "H", "H", "H", "H", "H", "H"],
  "positions_angstrom": [[-0.3421, -1.0098, 0.0133], [1.0604, 1.4578, -2.1210], [1.9684, -0.0128, 1.4155], [1.0799, -1.2548, -0.5785], [1.3089, 1.3622, -0.5695], [1.8908, -0.0084, -0.1121], [-2.4243, 0.2417, -0.2105], [-0.7230, -1.4970, 1.0341], [-1.0012, -0.2225, -0.7398], [-3.7105, -0.5708, -1.4219], [-2.5466, 0.0883, 1.5708], [0.0930, 0.9565, -2.1489], [1.8957, 0.9609, -2.5572], [1.1109, 2.5714, -2.4270], [1.1583, 0.4862, 2.0838], [2.8697, 0.4913, 1.5977], [2.0267, -1.0301, 1.7751], [1.4950, -2.1487, -0.0266], [1.0546, -1.5220, -1.5897], [1.9951, 2.1255, -0.2591], [0.3849, 1.6378, -0.0348], [2.9177, -0.1738, -0.5749], [-2.3036, 1.3858, -0.3599], [-3.1866, -1.8643, -1.3686], [-4.6733, -0.9456, -0.4972], [-3.0462, -1.2451, 1.6807], [-3.7509, 0.9912, 1.8614]],
  "atomic_forces_ev_per_a": [[3.04, -2.20, -0.80], [0.06, 1.91, 2.36], [-1.20, 0.10, 0.71], [-0.63, -0.12, 3.39], [0.16, -0.10, -0.81], [-0.52, -0.03, -0.97], [1.20, 1.06, -2.07], [-0.46, -0.75, 1.10], [-3.93, 2.14, -0.64], [0.93, 0.89, -0.09], [-0.55, 0.51, 2.31], [0.23, 0.29, -1.40], [0.25, -0.60, -0.91], [-0.58, -1.90, 0.25], [0.98, -0.65, -1.79], [1.34, 0.68, 0.94], [0.25, -0.26, 0.25], [-0.45, 0.91, -0.55], [-0.05, 0.23, -1.70], [0.71, 0.40, 0.19], [0.25, -0.47, -0.08], [-0.99, 0.56, 0.76], [-0.58, -1.90, -0.22], [0.44, -0.26, 0.02], [-0.38, 0.16, 0.60], [-0.42, 0.73, 0.12], [0.90, -1.34, -0.96]],
  "nbo_charge": [0.827, -0.631, -0.626, -0.495, -0.390, -0.203, -0.494, -0.620, -0.533, 0.303, 0.346, 0.232, 0.200, 0.210, 0.225, 0.211, 0.213, 0.223, 0.226, 0.201, 0.194, 0.209, 0.244, -0.013, -0.018, -0.005, -0.036]
}

***

{
  "formula": "C2HBrN2O2",
  "method": "ωB97M-V/def2-TZVPD",
  "total_charge": 0,
  "de_lowest_kcal_mol": 96.3,
  "species": ["C", "C", "N", "N", "O", "O", "Br", "H"],
  "positions_angstrom": [[0.6016, 0.2348, 1.2659], [-0.0257, 0.7371, 0.1761], [1.1010, -0.0432, 2.2541], [-0.7153, -0.9046, -0.8403], [-1.6136, -1.4538, -0.3384], [0.0222, -1.1987, -1.7193], [1.4683, 1.1657, -0.9745], [-0.8385, 1.4627, 0.1765]],
  "atomic_forces_ev_per_a": [[-0.33, -0.38, 2.55], [-0.38, -0.66, -4.89], [0.62, -0.65, 0.94], [2.50, 2.30, 1.12], [-1.63, -0.70, 0.53], [-0.35, -0.13, -0.37], [-0.66, 0.58, -0.12], [0.22, -0.35, 0.25]],
  "nbo_charge": [0.148, -0.320, -0.213, 0.572, -0.297, -0.303, 0.142, 0.271]
}

***

Values of gap between HOMO and LUMO, in order: 8.59; 9.31; 8.99, all in eV.
Values of maximum force, in order: 4.88; 4.52; 4.95, all in eV/Å.